C6H13NO3 in the gas phase at a distorted geometry, computed with ωB97M-V/def2-TZVPD.

Output
LUMO level = 0.75 eV
SMILES string = C[C@@H](C(=O)O)C(C)(C)ON
energy = -14064.1863 eV
orbital gap = 0.37698 Ha
charge = 0
relative energy (zero: lowest compared OMol25 entry of this formula, charge and spin) = 56.3 kcal/mol

XYZ file:
```
23
C6H13NO3 (ωB97M-V/def2-TZVPD)
O 1.60 -0.19 0.69
O -2.40 -1.36 -0.92
O -2.75 0.61 0.05
N 2.77 0.42 0.16
C 0.41 -0.16 -0.31
C -2.03 -0.49 -0.18
C 0.22 1.20 -0.96
C -0.66 -0.54 0.70
C -0.76 0.33 1.94
C 0.67 -1.25 -1.34
H -0.20 1.94 -0.29
H -0.54 -1.59 0.96
H -0.42 1.12 -1.83
H -0.18 -1.37 -2.00
H -0.65 1.38 1.72
H 1.55 -0.98 -1.91
H 0.03 0.05 2.64
H 1.20 1.57 -1.26
H 0.85 -2.21 -0.85
H 3.11 1.08 0.86
H -3.60 0.54 -0.42
H 3.48 -0.30 0.07
H -1.72 0.21 2.43
```

Taken from the natural (NBO) analysis, the atomic charges in e are: O -0.452; O -0.605; O -0.695; N -0.542; C 0.300; C 0.810; C -0.674; C -0.323; C -0.606; C -0.647; H 0.217; H 0.237; H 0.221; H 0.234; H 0.212; H 0.220; H 0.228; H 0.250; H 0.217; H 0.344; H 0.498; H 0.340; H 0.217